DFT (ωB97M-V with the def2-TZVPD basis set) results for C33H49N7O9S2Sr as an isolated structure in a non-equilibrium geometry.

Element x y z (Å)
Sr: -1.36679 -0.12125 -0.93868
S: -0.37772 2.27883 2.77965
S: -1.81099 -1.05299 -3.66913
O: 0.33483 -2.63336 2.37355
O: -0.66081 -0.16030 -3.47614
O: -1.58574 -1.24683 1.09741
O: 0.51987 -1.75786 -0.73658
O: -1.54782 1.83111 1.96057
O: -3.17927 -1.88064 2.55805
O: -0.85180 -3.52123 -0.62334
O: -2.94431 -0.54423 -2.88091
O: -1.50363 -2.43525 -3.30458
N: 2.55203 0.18619 -2.17412
N: -3.32790 1.68233 -0.49733
N: 3.26433 -2.10263 -2.29027
N: 0.30563 1.95723 -1.01849
N: 4.27249 -0.29300 1.75653
N: 2.95360 1.21877 0.50004
N: 3.66352 -0.84310 -0.38734
C: 3.33841 -0.09790 5.44727
C: -3.05875 -2.11108 -7.33247
C: -0.44648 1.05865 6.48418
C: -2.25165 -1.01375 -5.36854
C: 4.64312 -2.57596 -2.48866
C: -1.80400 -0.87263 6.94989
C: 3.58039 0.10822 0.62689
C: -0.87397 2.53602 4.51113
C: -3.09998 3.12375 -0.73351
C: -2.03849 -1.88827 2.10341
C: 2.61734 2.07524 3.87601
C: -0.88770 4.04210 -1.70811
C: -1.02279 -2.81955 2.77958
C: -2.27378 0.49627 5.02058
C: 0.71860 -3.25458 1.17388
C: -2.62741 0.24905 -7.36355
C: 2.20071 -0.16130 4.65507
C: -3.05580 -0.90147 -8.02675
C: 3.75403 2.14290 4.68082
C: 2.46371 -2.31148 -3.49023
C: 1.83337 0.92020 3.85248
C: -1.21448 1.33984 5.35304
C: -2.22641 0.20129 -6.03826
C: 4.11977 1.05472 5.46229
C: -2.56418 -0.60848 5.81819
C: 3.11512 -0.83286 -1.67525
C: 0.63115 0.79362 2.95074
C: 0.01950 3.36837 -0.69003
C: -0.74171 -0.03790 7.28326
C: -2.66198 -2.17682 -6.00623
C: 0.09892 -2.73108 -0.12592
C: -3.52453 -0.84267 -9.45813
C: -2.23114 3.36230 -1.98344
H: 2.49284 -3.37139 -3.74044
H: 2.34220 2.92573 3.25734
H: -1.07931 5.06104 -1.35330
H: -2.60415 1.19475 -7.89370
H: -1.08415 -3.25894 -1.54295
H: -2.08260 2.40709 -2.51004
H: 3.07951 1.75638 1.34710
H: -3.11660 -1.66882 -10.04476
H: -2.86056 0.67783 4.12737
H: -0.04483 0.00091 3.27136
H: 4.58719 -1.23829 1.85539
H: 5.00616 1.10488 6.08652
H: -0.04200 3.09812 4.94681
H: 0.54744 -4.33203 1.21463
H: -0.34209 4.15527 -2.65398
H: -2.03564 -1.73309 7.57046
H: 3.92036 -1.76102 -0.08510
H: -3.72487 1.50458 0.41951
H: 4.35369 3.04733 4.69090
H: -1.71378 3.22893 4.40961
H: -2.60408 3.52066 0.15305
H: 1.15727 1.66533 -0.52695
H: -4.61540 -0.91506 -9.50720
H: 0.92738 0.56961 1.92243
H: 4.65491 -3.66658 -2.53620
H: 1.58742 -1.05614 4.63860
H: 0.94124 3.94784 -0.62675
H: -0.14145 -0.24180 8.16474
H: 4.10061 0.20106 2.61242
H: -4.04272 3.66315 -0.82782
H: -1.34320 -3.85295 2.61105
H: 1.78351 -3.06487 1.06441
H: -3.23204 0.09316 -9.93619
H: -3.97979 1.31831 -1.19275
H: 0.61585 1.88480 -1.98868
H: 1.42762 -2.02627 -3.31880
H: 2.25415 -0.04277 -3.12089
H: 2.85671 -1.75518 -4.35335
H: -3.37132 -1.26564 5.51576
H: -3.37565 -3.01563 -7.84065
H: -1.05042 -2.63532 3.84976
H: 3.61659 -0.94877 6.06099
H: 0.38992 1.70518 6.73661
H: -2.66059 -3.11829 -5.46572
H: -2.77455 3.98925 -2.69502
H: -1.88294 1.09619 -5.52601
H: 5.06668 -2.18841 -3.42506
H: 5.29771 -2.25869 -1.67916
H: -0.44068 3.40205 0.29612

LUMO in eV: 0.415
E_HOMO in eV: -8.5
Kohn-Sham gap in eV: 8.89